[1]
{
  "formula": "C20H34ClN2SSbSeV",
  "method": "the ωB97M-V functional and the def2-TZVPD basis",
  "de_lowest_kcal_mol": 10.2,
  "s2": 2.04,
  "total_charge": 1,
  "homo_ev": [-10.8952, -11.0345],
  "gap_ha": [0.267, 0.301],
  "multiplicity": 3,
  "symbols": ["V", "S", "C", "C", "C", "C", "C", "C", "H", "H", "H", "H", "H", "C", "N", "C", "C", "N", "C", "C", "Se", "H", "H", "H", "H", "H", "H", "H", "H", "C", "C", "C", "Sb", "C", "C", "C", "C", "C", "C", "H", "H", "H", "H", "H", "H", "H", "H", "H", "H", "H", "H", "H", "H", "H", "H", "H", "H", "H", "H", "H", "Cl"],
  "positions_angstrom": [[-0.5546, -0.1556, 0.6635], [-0.2027, -1.5777, -1.0602], [-1.5216, -2.7275, -0.6864], [-1.2218, -4.0765, -0.5071], [-2.2378, -4.9889, -0.2750], [-3.5586, -4.5632, -0.2183], [-3.8588, -3.2226, -0.4043], [-2.8467, -2.3036, -0.6440], [-0.1957, -4.4155, -0.5684], [-1.9967, -6.0354, -0.1423], [-4.3523, -5.2762, -0.0407], [-4.8865, -2.8858, -0.3768], [-3.0884, -1.2617, -0.8059], [-1.4737, 3.8541, -1.6189], [-1.1326, 3.9821, -0.2048], [-1.6459, 4.9354, 0.6463], [-1.1124, 4.7065, 1.8651], [-0.2776, 3.6170, 1.7417], [0.5235, 3.0666, 2.8236], [-0.2984, 3.1822, 0.4735], [0.6993, 1.7853, -0.3057], [-2.4067, 4.3841, -1.7859], [-1.5961, 2.8018, -1.8598], [-0.6837, 4.2817, -2.2324], [-2.3413, 5.6816, 0.3078], [-1.2510, 5.2116, 2.8037], [-0.0242, 3.1881, 3.7543], [1.4834, 3.5778, 2.8770], [0.6887, 2.0086, 2.6373], [-0.0570, 0.2004, 4.8997], [0.2005, -1.2674, 4.5720], [1.0453, -1.9430, 5.6452], [0.9337, -1.4441, 2.5646], [2.9005, -0.5912, 2.4421], [3.5102, -1.0141, 1.1056], [3.8273, -0.8821, 3.6161], [1.1359, -3.5495, 2.2408], [2.3786, -4.1971, 2.8403], [-0.1422, -4.2216, 2.7447], [-0.5419, 0.2896, 5.8742], [-0.7102, 0.6782, 4.1655], [0.8793, 0.7639, 4.9552], [-0.7625, -1.7834, 4.5121], [1.9997, -1.4390, 5.7933], [1.2484, -2.9908, 5.4258], [0.5120, -1.9119, 6.5984], [2.7053, 0.4850, 2.3986], [3.6951, -2.0889, 1.0647], [4.4699, -0.5133, 0.9634], [2.8760, -0.7590, 0.2530], [3.9532, -1.9513, 3.7898], [3.4725, -0.4283, 4.5410], [4.8175, -0.4685, 3.4101], [1.1816, -3.6169, 1.1511], [2.4322, -4.0729, 3.9223], [3.3050, -3.8146, 2.4127], [2.3492, -5.2711, 2.6413], [-0.2166, -4.1628, 3.8329], [-0.1371, -5.2811, 2.4796], [-1.0461, -3.7857, 2.3150], [-2.4710, 0.6036, 1.4653]]
}

---

[2]
{
  "formula": "C38H40BiCl2N2O2PS3",
  "method": "the ωB97M-V functional and the def2-TZVPD basis",
  "de_lowest_kcal_mol": 14.1,
  "homo_ev": -7.5249,
  "gap_ha": 0.284,
  "multiplicity": 1,
  "symbols": ["Bi", "C", "N", "C", "C", "N", "C", "C", "C", "C", "C", "C", "C", "S", "C", "C", "C", "C", "C", "C", "S", "H", "H", "H", "H", "H", "H", "H", "H", "H", "H", "H", "H", "H", "H", "H", "H", "H", "H", "Cl", "C", "C", "C", "Cl", "C", "O", "C", "C", "O", "C", "H", "H", "H", "C", "P", "C", "C", "C", "C", "C", "C", "C", "C", "C", "C", "C", "C", "H", "H", "H", "H", "H", "H", "H", "H", "H", "H", "H", "H", "H", "C", "S", "C", "H", "H", "H", "H", "H", "H"],
  "positions_angstrom": [[-0.6286, -0.6349, 0.0388], [-3.7475, 0.3565, 0.9725], [-3.0301, 0.2773, -0.3135], [-2.8483, 1.6333, -0.8533], [-2.1642, 1.6584, -2.2028], [-0.9405, 0.8392, -2.2437], [0.2659, 1.6555, -2.0215], [-0.8201, 0.0647, -3.4573], [-1.2875, 0.5558, -4.6733], [-1.1758, -0.1878, -5.8357], [-0.5811, -1.4401, -5.7892], [-0.0897, -1.9230, -4.5911], [-0.1858, -1.1789, -3.4133], [0.5530, -1.8539, -1.9657], [-3.6611, -0.6876, -1.1803], [-4.5994, -0.3138, -2.1328], [-5.1779, -1.2595, -2.9650], [-4.8243, -2.5926, -2.8345], [-3.9125, -2.9764, -1.8654], [-3.3300, -2.0374, -1.0184], [-2.2516, -2.6005, 0.2709], [-4.7547, 0.7533, 0.8113], [-3.8136, -0.6361, 1.4123], [-3.2044, 1.0171, 1.6422], [-2.2548, 2.1687, -0.1122], [-3.8106, 2.1560, -0.9351], [-1.9332, 2.7033, -2.4381], [-2.8426, 1.2942, -2.9695], [0.3405, 2.4471, -2.7746], [1.1464, 1.0170, -2.0857], [0.2303, 2.1142, -1.0337], [-1.7378, 1.5380, -4.7202], [-1.5490, 0.2112, -6.7690], [-0.4959, -2.0398, -6.6853], [0.3811, -2.8963, -4.5475], [-4.8819, 0.7266, -2.2247], [-5.8974, -0.9526, -3.7115], [-5.2577, -3.3382, -3.4871], [-3.6354, -4.0158, -1.7570], [-2.5491, 3.9786, 6.5111], [-2.0132, 3.3027, 4.9986], [-2.1609, 4.0551, 3.8237], [-1.7359, 3.5527, 2.6273], [-1.9415, 4.5157, 1.1962], [-1.1180, 2.2568, 2.4841], [-0.6983, 1.8390, 1.3696], [-1.0280, 1.5189, 3.7122], [-0.4703, 0.1926, 3.7597], [-0.0996, -0.4953, 2.8164], [-1.4591, 2.0583, 4.9395], [-2.6105, 5.0372, 3.8644], [-0.3793, -0.2219, 4.7838], [-1.3497, 1.4685, 5.8414], [1.5922, -3.1043, 2.9009], [1.5956, -2.3122, 1.2559], [2.4632, -3.5759, 0.2753], [3.8494, -3.6476, 0.1746], [4.4445, -4.6820, -0.5310], [3.6604, -5.6568, -1.1315], [2.2783, -5.5947, -1.0303], [1.6815, -4.5548, -0.3348], [2.8084, -0.9645, 1.3835], [3.2693, -0.3760, 0.2048], [4.1664, 0.6787, 0.2514], [4.6166, 1.1542, 1.4742], [4.1528, 0.5835, 2.6504], [3.2475, -0.4666, 2.6067], [2.6145, -3.2510, 3.2532], [1.1167, -4.0797, 2.7960], [1.0225, -2.5025, 3.6039], [4.4669, -2.8891, 0.6403], [5.5226, -4.7277, -0.6106], [4.1274, -6.4629, -1.6824], [1.6626, -6.3469, -1.5048], [0.6008, -4.4889, -0.2834], [2.9301, -0.7550, -0.7541], [4.5164, 1.1264, -0.6696], [5.3230, 1.9739, 1.5102], [4.4931, 0.9587, 3.6071], [2.8885, -0.8966, 3.5314], [2.0320, 3.6017, 2.5011], [1.7943, 4.0081, 0.7660], [3.0305, 5.3092, 0.6162], [1.6998, 4.4177, 3.1434], [3.0759, 3.3750, 2.7021], [1.4377, 2.7138, 2.7078], [4.0391, 4.9208, 0.7591], [2.8456, 6.1069, 1.3352], [2.9546, 5.7255, -0.3863]]
}

---

[3]
{
  "formula": "C25H34N6O2",
  "method": "the ωB97M-V functional and the def2-TZVPD basis",
  "de_lowest_kcal_mol": 64.8,
  "homo_ev": -7.3718,
  "smiles": "CCC(C)(C)n1nnnc1[C@@H](c1ccc(OC)c(OC)c1)N1CCN(c2ccccc2)CC1",
  "gap_ha": 0.288,
  "multiplicity": 1,
  "symbols": ["C", "H", "H", "C", "H", "H", "C", "N", "C", "N", "N", "N", "C", "N", "C", "C", "N", "C", "C", "C", "C", "C", "C", "H", "H", "H", "H", "H", "C", "H", "C", "H", "H", "H", "H", "H", "H", "H", "C", "C", "C", "C", "C", "C", "H", "O", "C", "H", "H", "H", "O", "C", "H", "H", "H", "H", "H", "H", "C", "H", "H", "H", "C", "H", "H", "H", "H"],
  "positions_angstrom": [[-4.6934, -2.8916, 0.3849], [-5.0340, -2.3040, -0.4632], [-4.8723, -3.9435, 0.1813], [-3.2241, -2.6260, 0.6846], [-2.9307, -3.1896, 1.5737], [-3.0958, -1.5623, 0.9031], [-2.2518, -3.0039, -0.4512], [-0.9127, -2.6845, 0.0421], [-0.0769, -1.6091, -0.0200], [0.9776, -1.8873, 0.7150], [0.7884, -3.0951, 1.2239], [-0.3149, -3.5761, 0.8455], [-0.2563, -0.3263, -0.7777], [0.9517, 0.4745, -0.9100], [2.0132, -0.1910, -1.6456], [3.0804, 0.8543, -1.9876], [3.6224, 1.4845, -0.8072], [4.7206, 0.9429, -0.1498], [5.3490, 1.6792, 0.8624], [6.4818, 1.2078, 1.4923], [7.0378, -0.0077, 1.1293], [6.4380, -0.7401, 0.1215], [5.2977, -0.2786, -0.5088], [4.8540, -0.8929, -1.2764], [6.8546, -1.6923, -0.1754], [7.9245, -0.3753, 1.6231], [6.9415, 1.8016, 2.2696], [4.9576, 2.6445, 1.1465], [2.5502, 2.0847, -0.0426], [2.9341, 2.5321, 0.8715], [1.4844, 1.0424, 0.3179], [0.6726, 1.5294, 0.8604], [1.9342, 0.2684, 0.9575], [2.0916, 2.8681, -0.6559], [3.8819, 0.4155, -2.5812], [2.6063, 1.6442, -2.5822], [1.5992, -0.6077, -2.5687], [2.4627, -1.0050, -1.0565], [-1.3638, 0.5072, -0.1695], [-1.6588, 0.4598, 1.1796], [-2.6739, 1.2482, 1.7078], [-3.4021, 2.0993, 0.8965], [-3.0923, 2.1681, -0.4825], [-2.0834, 1.3725, -0.9924], [-1.8268, 1.4168, -2.0387], [-3.8445, 3.0383, -1.2077], [-3.5546, 3.1949, -2.5742], [-2.5264, 3.5368, -2.7317], [-4.2460, 3.9546, -2.9348], [-3.7177, 2.2659, -3.1313], [-4.4158, 2.9054, 1.3095], [-4.7576, 2.9033, 2.6731], [-5.5730, 3.6179, 2.7715], [-5.1006, 1.9165, 3.0020], [-3.9188, 3.2232, 3.3000], [-2.8816, 1.1858, 2.7637], [-1.0966, -0.1832, 1.8404], [-0.5368, -0.5809, -1.8080], [-2.5691, -2.2511, -1.7401], [-2.7312, -1.1931, -1.5525], [-1.7662, -2.3782, -2.4636], [-3.4745, -2.6643, -2.1758], [-2.2679, -4.5105, -0.7263], [-1.4932, -4.7657, -1.4462], [-2.0794, -5.0653, 0.1879], [-3.2287, -4.8060, -1.1358], [-5.2904, -2.6104, 1.2490]]
}

---

[4]
{
  "formula": "C4H8N4",
  "method": "the ωB97M-V functional and the def2-TZVPD basis",
  "de_lowest_kcal_mol": 123.1,
  "homo_ev": -7.8922,
  "smiles": "C1=C\\NNCC/N=N/1",
  "gap_ha": 0.317,
  "multiplicity": 1,
  "symbols": ["C", "C", "C", "C", "H", "H", "H", "H", "H", "H", "H", "H", "N", "N", "N", "N"],
  "positions_angstrom": [[-1.2826, 0.5789, 0.4523], [-1.7253, -0.6745, -0.0901], [1.5751, -1.2332, -0.0317], [1.8806, 0.0682, -0.0334], [-2.1134, 1.3115, 0.5260], [-0.9191, 0.7565, 1.4366], [-1.9675, -1.3454, 0.7522], [-2.5678, -0.5650, -0.7159], [2.3472, -1.9937, 0.2981], [2.9704, 0.3284, 0.3425], [1.4860, 2.0774, -0.1980], [-0.3281, 0.9483, -1.4950], [-0.4769, -1.0346, -0.7786], [0.2660, -1.6199, 0.1031], [1.1181, 1.2236, -0.1096], [-0.2627, 1.1733, -0.4583]]
}